Molecular formula: C11H15N
Method: DFT, ωB97M-V/def2-TZVPD

calculated total energy	-13132.5071	eV
ΔE to the lowest compared entry with this formula, charge and spin	16.1	kcal/mol
max |F|	2.932	eV Å⁻¹

Geometry as ORCA input:
```
! wB97M-V def2-TZVPD RIJCOSX def2/J DEFGRID3
* xyz 1 2
C -1.993 0.359 2.817
C -0.748 1.179 2.349
H -1.795 -0.710 2.809
H -2.195 0.705 3.825
H -2.795 0.519 2.095
H -0.885 2.208 2.630
H -0.550 1.108 1.280
H 0.097 0.760 2.904
C -1.214 -2.396 -0.854
C -1.392 0.011 -1.744
C -0.686 -1.101 -1.267
C 0.608 0.794 -1.240
C 0.635 -0.599 -1.014
C 1.711 1.610 -1.261
C 1.861 -1.227 -0.656
C 2.910 1.000 -0.880
C 2.943 -0.371 -0.571
N -0.652 1.160 -1.706
H -2.235 0.018 -2.422
H -1.089 2.064 -1.726
H -2.100 -2.676 -1.432
H -1.506 -2.399 0.203
H 1.750 2.562 -1.776
H 2.079 -2.257 -0.418
H 3.819 1.583 -0.811
H 3.889 -0.720 -0.175
H -0.467 -3.183 -0.960
*
```

How positive or negative is each atom? The Mulliken charges in e answer that: -0.894 -0.392 0.245 0.337 0.265 0.354 -0.147 0.266 -1.235 -0.567 0.779 -0.403 1.285 -0.669 -0.554 -0.466 -0.593 0.026 0.447 0.278 0.395 0.241 0.416 0.405 0.424 0.385 0.372

***

Molecular formula: C44H38AsCrIN4O2PS
Method: DFT, ωB97M-V/def2-TZVPD

calculated total energy	-173784.4806	eV
ΔE to the lowest compared entry with this formula, charge and spin	14.6	kcal/mol
max |F|	1.337	eV Å⁻¹

Geometry as ORCA input:
```
! wB97M-V def2-TZVPD RIJCOSX def2/J DEFGRID3
* xyz 0 4
Cr 0.126 -0.446 0.034
C -5.529 -1.140 -1.164
C -4.406 -1.588 -2.067
C -4.793 -2.082 -3.314
C -3.881 -2.505 -4.263
C -2.528 -2.451 -3.977
C -2.121 -1.981 -2.744
C -3.031 -1.534 -1.779
P -2.196 -1.047 -0.207
C -3.330 0.110 0.618
C -3.874 -0.180 1.866
C -4.729 0.720 2.478
C -5.038 1.916 1.848
C -4.445 2.234 0.637
C -3.576 1.350 0.007
C -2.915 1.726 -1.293
C -2.272 -2.638 0.671
C -3.422 -3.424 0.746
C -3.365 -4.695 1.284
C -2.154 -5.191 1.756
C -1.015 -4.411 1.689
C -1.050 -3.127 1.138
C 0.197 -2.297 1.059
H -6.355 -1.851 -1.223
H -5.909 -0.170 -1.493
H -5.233 -1.043 -0.128
H -5.853 -2.133 -3.537
H -4.227 -2.873 -5.220
H -1.798 -2.757 -4.714
H -1.067 -1.937 -2.517
H -3.631 -1.120 2.345
H -5.151 0.488 3.448
H -5.731 2.608 2.310
H -4.644 3.196 0.178
H -3.055 2.784 -1.508
H -3.317 1.147 -2.127
H -1.840 1.521 -1.251
H -4.365 -3.046 0.373
H -4.255 -5.310 1.320
H -2.101 -6.192 2.164
H -0.072 -4.793 2.063
H 1.038 -2.935 0.773
H 0.429 -1.950 2.073
S -0.444 0.432 2.161
C -0.870 2.140 2.033
C -1.838 2.649 2.897
C -2.226 3.975 2.814
C -1.652 4.812 1.870
C -0.652 4.327 1.040
C -0.235 3.002 1.130
As 1.166 2.232 0.013
C 2.646 2.200 1.293
C 3.928 2.207 0.746
C 5.046 2.133 1.560
C 4.893 2.050 2.938
C 3.621 2.070 3.489
C 2.501 2.150 2.671
C 1.781 3.885 -0.856
C 1.509 4.108 -2.199
C 1.932 5.272 -2.827
C 2.610 6.237 -2.104
C 2.853 6.041 -0.749
C 2.450 4.870 -0.131
H -2.287 1.988 3.627
H -2.987 4.355 3.485
H -1.965 5.845 1.789
H -0.183 4.990 0.325
H 4.040 2.296 -0.331
H 6.037 2.149 1.121
H 5.762 1.987 3.580
H 3.499 2.023 4.564
H 1.517 2.182 3.118
H 0.955 3.367 -2.759
H 1.736 5.414 -3.882
H 2.950 7.143 -2.590
H 3.361 6.805 -0.173
H 2.644 4.725 0.924
O 0.369 -0.500 -1.874
N 1.289 0.172 -2.505
C 0.995 0.470 -3.729
C -0.261 0.204 -4.357
N -1.283 -0.008 -4.839
C 2.003 1.109 -4.514
N 2.790 1.631 -5.169
N 2.539 -2.311 -1.296
C 2.979 -1.329 -0.497
O 2.237 -0.616 0.194
C 4.465 -1.148 -0.433
I 5.133 -0.171 -2.241
H 1.551 -2.354 -1.485
H 3.167 -2.774 -1.930
H 4.996 -2.094 -0.389
H 4.733 -0.503 0.393
*
```

How positive or negative is each atom? The Mulliken charges in e answer that: 1.631 -1.806 1.669 -0.764 -0.832 -0.887 -1.644 0.991 2.569 0.312 -0.009 -0.952 -0.689 -0.701 0.600 -1.458 0.236 -0.155 -0.918 -0.741 -0.706 0.179 -2.292 0.542 0.436 0.172 0.470 0.382 0.397 0.557 0.382 0.384 0.417 0.427 0.466 0.319 -0.072 0.334 0.455 0.402 0.522 0.742 0.609 -0.621 0.853 -1.227 -0.780 -0.924 -0.837 -0.021 1.343 0.182 -0.294 -0.907 -0.517 -0.852 -0.157 -0.253 -0.524 -0.667 -0.502 -0.844 -0.050 0.498 0.405 0.404 0.433 0.569 0.467 0.387 0.423 0.402 0.345 0.416 0.383 0.408 0.527 0.737 -0.656 0.842 0.028 -0.509 -0.295 -0.541 -0.156 0.583 -0.408 -1.392 0.075 0.027 0.293 0.598 0.333

***

Molecular formula: C9H14F4N2
Method: DFT, ωB97M-V/def2-TZVPD

calculated total energy	-23407.3051	eV
ΔE to the lowest compared entry with this formula, charge and spin	18.3	kcal/mol
SMILES string	CC1=C([C@@](N)(F)C[C@H](N)C(F)(F)F)[C@@H]1C
max |F|	4.533	eV Å⁻¹

Geometry as ORCA input:
```
! wB97M-V def2-TZVPD RIJCOSX def2/J DEFGRID3
* xyz 0 1
C 1.426 -1.164 2.226
C 1.264 -0.758 0.854
C 0.597 0.033 0.012
C -0.071 1.329 -0.100
N 0.826 2.374 0.100
F -0.718 1.430 -1.499
C -1.282 1.405 0.824
C -2.585 1.159 0.144
N -3.615 1.730 0.932
C -2.857 -0.441 -0.103
F -3.776 -0.829 0.829
F -3.365 -0.700 -1.290
F -1.808 -1.235 0.164
C 1.533 -0.937 -0.665
C 0.959 -2.243 -1.294
H 1.916 -2.157 2.283
H 0.533 -1.124 2.798
H 1.930 -0.289 2.789
H 1.712 2.295 -0.492
H 0.463 3.340 0.086
H -1.374 2.415 1.203
H -1.063 0.679 1.669
H -2.529 1.737 -0.829
H -4.570 1.677 0.458
H -3.449 1.680 1.891
H 2.463 -0.469 -1.038
H 0.666 -1.995 -2.330
H 0.178 -2.788 -0.691
H 1.865 -2.874 -1.366
*
```

How positive or negative is each atom? The Mulliken charges in e answer that: -1.337 0.225 -0.457 1.884 -0.609 -0.494 -1.697 0.164 -0.580 0.741 -0.310 -0.289 -0.220 -0.135 -1.276 0.320 0.306 0.302 0.283 0.285 0.447 0.235 0.394 0.264 0.179 0.371 0.314 0.269 0.422

***

Molecular formula: C33H21Br2F9GeMoNO2
Method: DFT, ωB97M-V/def2-TZVPD

calculated total energy	-263065.0213	eV
ΔE to the lowest compared entry with this formula, charge and spin	0.0	kcal/mol
max |F|	0.660	eV Å⁻¹

Geometry as ORCA input:
```
! wB97M-V def2-TZVPD RIJCOSX def2/J DEFGRID3
* xyz -1 1
Mo -0.330 0.971 -0.679
C -3.315 2.850 0.634
C -2.649 1.992 1.664
C -3.016 2.139 3.024
C -2.451 1.360 3.987
C -1.519 0.366 3.614
C -0.892 -0.547 4.497
Br -1.239 -0.456 6.366
C -0.040 -1.503 4.029
C 0.251 -1.588 2.657
Br 1.444 -2.916 2.059
C -0.293 -0.703 1.740
O -0.061 -0.705 0.470
C -1.202 0.284 2.249
N -1.739 1.108 1.303
H -4.238 3.263 1.041
H -3.532 2.279 -0.265
H -2.661 3.669 0.336
H -3.752 2.887 3.286
H -2.721 1.480 5.026
H 0.425 -2.200 4.710
C 1.186 1.612 -0.123
Ge 2.931 1.774 0.680
C 3.858 0.064 0.826
C 3.683 -0.928 -0.134
C 4.390 -2.120 -0.052
C 5.272 -2.337 0.994
C 5.445 -1.362 1.965
C 4.742 -0.170 1.879
C 3.982 3.097 -0.291
C 5.263 3.453 0.127
C 5.996 4.407 -0.564
C 5.453 5.013 -1.689
C 4.183 4.663 -2.119
C 3.451 3.710 -1.423
C 2.634 2.446 2.492
C 2.070 1.610 3.456
C 1.756 2.088 4.720
C 2.009 3.414 5.039
C 2.575 4.256 4.095
C 2.883 3.775 2.828
H 2.981 -0.782 -0.943
H 4.234 -2.884 -0.803
H 5.817 -3.270 1.061
H 6.125 -1.533 2.791
H 4.879 0.585 2.645
H 5.697 2.980 1.001
H 6.990 4.674 -0.230
H 6.024 5.756 -2.231
H 3.761 5.129 -2.999
H 2.458 3.435 -1.763
H 1.869 0.571 3.215
H 1.309 1.426 5.452
H 1.762 3.790 6.024
H 2.774 5.291 4.342
H 3.316 4.443 2.093
F -1.115 -2.809 -3.488
C -0.122 -1.926 -3.301
F 0.601 -2.382 -2.271
F 0.658 -1.979 -4.398
C -0.660 -0.502 -3.006
O -1.402 -0.522 -1.858
C 0.478 0.510 -2.649
F -1.294 2.498 -1.169
F 1.722 -0.064 -2.751
F 0.526 1.597 -3.490
C -1.533 -0.018 -4.191
F -2.055 1.187 -3.928
F -2.571 -0.836 -4.430
F -0.844 0.084 -5.345
*
```

How positive or negative is each atom? The Mulliken charges in e answer that: -1.630 -1.330 0.613 -0.726 -1.268 1.762 0.016 -0.220 -0.330 -0.404 -0.123 -0.222 -0.393 0.378 -0.224 0.482 0.269 0.180 0.406 0.336 0.441 1.519 2.504 0.023 -0.184 -0.691 -0.392 -0.640 -0.347 -0.253 -0.188 -0.677 -0.438 -0.584 -0.470 -0.221 0.059 -0.688 -0.527 -0.625 -0.497 0.208 0.413 0.364 0.386 0.365 0.411 0.375 0.362 0.407 0.285 0.567 0.348 0.382 0.394 0.349 -0.294 0.359 -0.165 -0.299 1.865 -1.092 -0.104 -0.645 -0.318 -0.434 0.623 -0.241 -0.283 -0.286

***

Molecular formula: C42H32F6N7O4PdSe
Method: DFT, ωB97M-V/def2-TZVPD

calculated total energy	-147819.4638	eV
ΔE to the lowest compared entry with this formula, charge and spin	46.9	kcal/mol
max |F|	2.021	eV Å⁻¹

Geometry as ORCA input:
```
! wB97M-V def2-TZVPD RIJCOSX def2/J DEFGRID3
* xyz 1 1
Pd -0.263 0.331 -0.393
C -4.804 13.425 -0.272
O -5.587 12.246 -0.239
C -4.946 11.060 -0.210
C -5.748 9.922 -0.094
C -5.185 8.668 -0.061
C -3.798 8.505 -0.142
C -3.005 9.644 -0.250
C -3.565 10.911 -0.285
C -3.228 7.163 -0.138
N -3.917 6.045 -0.104
C -3.001 5.036 -0.148
C -1.716 5.550 -0.210
N -1.880 6.910 -0.203
C -0.560 4.736 -0.368
C 0.753 5.188 -0.554
C 1.740 4.280 -0.856
C 1.402 2.934 -0.990
N 0.188 2.480 -0.734
C -0.783 3.342 -0.387
C -2.086 2.796 -0.082
N -2.164 1.478 0.185
C -3.350 0.935 0.379
C -4.537 1.668 0.299
C -4.476 3.023 0.091
C -3.220 3.625 -0.061
H -5.507 14.251 -0.218
H -4.232 13.500 -1.200
H -4.123 13.475 0.581
H -6.819 10.060 -0.026
H -5.809 7.790 0.032
H -1.926 9.570 -0.311
H -2.916 11.770 -0.373
H -1.151 7.598 -0.219
H 0.989 6.243 -0.475
H 2.761 4.597 -1.012
H 2.128 2.216 -1.347
H -3.373 -0.120 0.612
H -5.481 1.156 0.418
H -5.359 3.647 0.045
C -1.920 -7.240 1.175
C -1.644 -6.647 -0.202
N -1.086 -5.301 -0.127
C -1.855 -4.236 -0.494
C -1.491 -2.937 -0.376
C -2.384 -1.917 -1.103
O -3.557 -2.247 -1.276
O -1.816 -0.866 -1.528
C -0.283 -2.623 0.334
O 0.004 -1.520 0.819
C 0.645 -3.747 0.465
C 1.978 -3.506 0.782
C 2.889 -4.525 0.806
F 4.187 -4.217 1.042
C 2.509 -5.855 0.585
C 1.161 -6.102 0.356
C 0.225 -5.068 0.234
N 3.410 -6.944 0.620
C 4.791 -6.787 1.065
C 5.369 -8.197 1.303
N 4.219 -9.105 1.607
C 3.385 -9.338 0.381
C 3.318 -8.002 -0.374
H -2.406 -8.210 1.067
H -2.586 -6.584 1.736
H -1.003 -7.362 1.753
H -2.574 -6.572 -0.760
H -0.971 -7.286 -0.778
H -2.827 -4.450 -0.921
H 2.295 -2.489 0.980
H 0.836 -7.128 0.259
H 4.806 -6.221 1.993
H 5.420 -6.257 0.343
H 6.065 -8.198 2.137
H 5.880 -8.589 0.426
H 3.632 -8.616 2.285
H 4.528 -9.988 2.011
H 2.398 -9.663 0.704
H 3.842 -10.123 -0.219
H 2.399 -7.935 -0.945
H 4.146 -7.926 -1.088
F 6.985 -0.469 0.301
C 5.733 -0.531 -0.141
C 5.460 -1.077 -1.383
F 6.456 -1.579 -2.113
C 4.164 -1.108 -1.851
F 3.931 -1.636 -3.057
C 3.077 -0.611 -1.128
Se 1.373 -0.670 -1.979
C 3.390 -0.124 0.147
F 2.446 0.314 0.972
C 4.686 -0.068 0.631
F 4.923 0.429 1.843
*
```

How positive or negative is each atom? The Mulliken charges in e answer that: 0.883 -0.844 -0.462 0.935 -0.576 -0.486 0.423 -0.783 -0.601 0.270 -0.777 0.513 -0.077 -0.120 0.403 -0.476 -1.148 -0.163 -0.740 0.803 0.476 -0.734 -0.026 -1.081 -0.435 0.440 0.245 0.337 0.347 0.423 0.495 0.213 0.395 0.168 0.428 0.424 0.636 0.587 0.419 0.592 -1.058 -0.836 0.187 -0.123 -0.008 0.118 -0.737 -0.736 1.439 -0.950 0.633 -0.885 0.497 -0.386 -1.433 -0.301 -0.214 0.186 -0.757 -0.739 -0.120 -0.740 -0.761 0.393 0.338 0.293 0.407 0.405 0.513 0.721 0.722 0.510 0.436 0.389 0.334 0.373 0.342 0.432 0.386 0.527 0.326 -0.318 0.670 0.216 -0.310 0.107 -0.377 0.629 -0.140 -0.158 -0.474 0.024 -0.317

***

Molecular formula: C4H12
Method: DFT, ωB97M-V/def2-TZVPD

calculated total energy	-4342.2985	eV
ΔE to the lowest compared entry with this formula, charge and spin	5.3	kcal/mol
SMILES string	CC.CC
max |F|	1.132	eV Å⁻¹

Geometry as ORCA input:
```
! wB97M-V def2-TZVPD RIJCOSX def2/J DEFGRID3
* xyz 0 1
C 1.491 1.055 0.717
C 1.611 2.324 1.588
H 0.565 0.535 0.975
H 1.519 1.204 -0.359
H 2.292 0.347 0.941
H 1.011 2.258 2.490
H 1.377 3.202 0.997
H 2.637 2.361 1.959
C -1.113 -1.351 -0.673
C -2.034 -1.958 -1.704
H -1.571 -0.636 0.007
H -0.676 -2.120 -0.036
H -0.260 -0.814 -1.084
H -2.727 -2.662 -1.245
H -2.660 -1.190 -2.159
H -1.461 -2.556 -2.412
*
```

How positive or negative is each atom? The Mulliken charges in e answer that: -0.658 -0.858 0.109 0.321 0.280 0.288 0.261 0.255 -0.764 -0.927 0.303 0.306 0.233 0.282 0.290 0.280